Record 1
19
Properties=species:S:1:pos:R:3:forces:R:3:mulliken_charge:R:1 method="wB97M-V/def2-TZVPD" fmax_ev_per_a=6.31 homo_lumo_gap_ev=9.5 lumo_energy_ev=1.177 e_above_lowest_ev=8.1932
C 1.763985 -0.842533 -0.085336 1.5809 -2.0709 -0.5921 -0.226
C 1.984855 0.698131 -0.077903 -0.1126 0.8521 2.5615 -0.785
C 0.381360 0.533107 0.416505 0.8523 0.8366 -0.9073 -0.691
C -1.040865 0.976789 0.233842 -0.3233 2.2834 5.8765 -0.350
C -1.638625 -0.482942 0.931290 4.2833 0.9612 1.0605 -0.511
C -1.435782 -0.822807 -0.477509 1.1485 -0.9058 -0.7571 -0.211
C 0.246955 -0.684114 -0.570435 0.9168 3.4384 -1.0836 -0.151
H 1.730593 -1.391303 0.977174 0.6707 1.3874 -2.3884 0.210
H 2.514540 -1.231428 -0.829267 -0.8296 -0.8042 0.9630 0.315
H 1.997956 1.154600 -1.035676 -0.0240 -0.2307 -1.2361 0.328
H 3.030923 1.295181 0.441913 -3.5740 -2.0638 -0.6030 0.223
H 0.485630 0.373115 1.502307 0.1929 -0.3972 -0.5801 0.407
H -1.255087 1.962722 0.668474 -0.3702 -0.1363 -0.0602 0.444
H -2.648699 -0.386438 1.218627 -0.8564 -0.2273 0.8399 0.379
H -0.746459 -1.065413 1.435703 -2.7753 0.9859 0.5691 0.197
H -1.999237 -1.720645 -0.706231 0.2500 0.0803 -1.4265 0.440
H -1.892926 1.052164 -1.699914 0.6887 -0.7863 0.3703 0.219
H 0.333023 0.022313 -1.546444 -0.0148 -2.1912 1.5105 0.118
N -1.812137 0.559498 -0.797114 -1.7040 -1.0115 -4.1171 -0.353


Record 2
15
Properties=species:S:1:pos:R:3:forces:R:3:mulliken_charge:R:1 method="wB97M-V/def2-TZVPD" fmax_ev_per_a=1.82 homo_lumo_gap_ev=8.7 lumo_energy_ev=0.338 e_above_lowest_ev=1.7857
C -4.516420 1.772621 -1.951502 0.6744 -0.5237 -0.4722 -0.847
S -4.645537 0.058914 -1.368087 -0.1422 0.0258 0.3218 -0.019
S -2.675845 -0.610446 -1.693108 -0.3801 0.0354 -0.2170 -0.153
H -4.487652 1.773525 -3.046172 -0.2167 0.2355 0.2319 0.324
H -5.328193 2.363636 -1.539282 -0.1441 -0.1145 -0.0830 0.283
H -3.566621 2.162653 -1.587322 -0.1346 0.2346 0.1006 0.283
H -2.208626 0.633237 -1.772829 0.3477 0.1079 0.1184 0.129
C 3.896539 -1.456708 2.422498 0.5745 -0.4518 -1.1443 -0.711
C 2.945926 -0.392111 0.611789 -0.0771 -0.1663 -0.5054 -0.190
N 3.996821 -0.485054 1.300138 -0.9286 0.5703 1.4565 -0.405
H 3.220933 -1.138714 3.222698 0.0646 0.2459 -0.3605 0.263
H 3.544627 -2.408972 2.007601 0.0019 -0.1078 0.3575 0.326
H 4.888310 -1.584922 2.843947 0.0281 -0.1465 0.0836 0.245
H 2.780418 0.474414 -0.026937 0.3567 -0.2042 -0.3573 0.254
H 2.155327 -1.162076 0.576561 -0.0244 0.2594 0.4694 0.219


Record 3
59
Properties=species:S:1:pos:R:3:forces:R:3:mulliken_charge:R:1 method="wB97M-V/def2-TZVPD" fmax_ev_per_a=1.83 homo_lumo_gap_ev=8.7 lumo_energy_ev=-0.081 e_above_lowest_ev=0.0000
F 0.196664 -1.551485 2.072070 0.4966 -0.3470 -0.3882 -0.288
C -0.028278 -1.261337 0.772648 -1.1885 0.9817 -0.0296 0.640
F -0.107997 0.116797 0.751730 0.2779 -0.5862 -0.2134 -0.101
C -1.377756 -1.797197 0.288831 0.1268 -0.5434 0.2750 -0.899
C -2.076415 -2.725047 1.300901 -0.0627 -0.1347 -0.9932 -0.261
P -3.265332 -3.957292 0.545979 -1.0634 0.5009 1.0644 -0.162
P -3.534101 -3.619201 -1.584074 0.4025 -1.7084 -0.5260 0.248
S -4.344712 -5.219599 -2.359254 -0.1422 0.2112 0.1470 -0.393
C 1.180234 -1.541280 -0.162504 0.2670 0.7576 -0.1050 0.614
F 0.885714 -1.023730 -1.384683 0.0051 -0.4318 0.5347 -0.196
F 2.232823 -0.842840 0.289880 -0.7737 -0.8447 0.2679 -0.238
S 1.701518 -3.323565 -0.460487 1.5780 0.0385 0.3208 1.400
F 2.768711 -2.797287 -1.509496 -0.1427 0.0681 -0.2469 -0.326
F 2.806679 -3.188481 0.665031 -0.0763 -0.1136 -0.1497 -0.273
F 0.694465 -3.874582 0.626677 -0.5084 0.0147 -0.0888 -0.291
F 0.640263 -3.490289 -1.607648 -0.4783 -0.0482 0.0027 -0.300
F 2.185172 -4.791922 -0.724757 -0.0786 -0.0995 -0.0613 -0.312
H -1.246292 -2.252352 -0.688043 0.0993 -0.1202 -0.0048 0.191
H -2.032950 -0.946498 0.139182 0.1131 0.2923 -0.1232 0.535
H -2.693332 -2.090516 1.924421 0.0562 -0.1099 0.4435 0.072
H -1.377996 -3.296696 1.900604 0.0416 0.0147 0.1583 0.364
H -2.601891 -5.195397 0.618073 0.3735 0.2069 -0.6318 0.098
H -4.296873 -2.447575 -1.732201 0.3977 0.2449 0.1988 0.053
H -2.272873 -3.437782 -2.189857 -0.1691 0.7041 0.0200 0.052
C -2.279782 1.823835 -2.489384 -0.0155 0.0737 0.0457 0.181
Cl -3.712328 0.782397 -2.587401 -0.0170 -0.0119 -0.0116 -0.115
Cl -2.578394 3.119975 -1.331060 -0.0448 0.0971 0.0024 -0.057
Cl -0.910257 0.873064 -1.930135 -0.1523 0.1747 -0.3079 0.008
Cl -1.936632 2.502707 -4.080962 -0.0112 -0.0064 0.0519 -0.095
C 0.116193 3.943247 2.615587 0.0756 -0.1520 0.1426 0.326
Cl 1.008920 4.904283 1.427151 -0.0123 -0.2157 0.0651 -0.109
Cl -0.017325 2.264670 2.088042 0.0732 0.5532 0.0467 0.024
Cl 0.979254 3.985322 4.157468 -0.0194 0.0761 0.0424 -0.106
Cl -1.506049 4.617024 2.821998 -0.0106 0.0538 -0.0238 -0.130
C 5.047806 1.853307 -0.586073 0.0619 0.0155 -0.0610 0.207
Cl 6.392907 1.683290 0.548089 -0.0135 0.0127 -0.0179 -0.115
Cl 3.898257 3.044470 0.035491 -0.0213 -0.0102 0.0123 -0.052
Cl 5.653709 2.390891 -2.157542 0.1365 -0.0983 0.2709 -0.075
Cl 4.228577 0.301694 -0.762094 0.6026 0.4043 -0.2084 0.013
C 2.791203 1.769166 -5.303577 0.0005 -0.0064 -0.0054 0.215
Cl 1.365324 2.515067 -6.035543 0.0136 -0.0003 -0.0009 -0.094
Cl 3.600897 0.750262 -6.497065 -0.0061 0.0050 0.0070 -0.106
Cl 3.898926 3.028475 -4.753671 -0.1799 0.0851 -0.2590 -0.082
Cl 2.297101 0.782896 -3.924328 -0.0044 0.0043 0.0142 0.030
C -4.739354 -0.094522 3.901596 0.0028 0.0522 0.0310 0.313
Cl -3.991446 -1.416406 4.803584 0.0114 -0.0193 -0.0188 -0.104
Cl -6.180194 0.462578 4.753376 0.0156 -0.0158 -0.0167 -0.105
Cl -3.589796 1.236509 3.747848 0.0340 -0.0100 -0.0536 -0.035
Cl -5.196933 -0.670620 2.290773 -0.0019 -0.0036 -0.0246 -0.093
C -1.284657 7.459323 -1.770720 0.0300 0.0973 0.0328 0.315
Cl -1.160970 9.192724 -2.091238 0.0226 0.0107 -0.0102 -0.107
Cl -2.933001 6.926333 -2.114381 0.0235 -0.0623 0.0358 -0.095
Cl -0.147800 6.587129 -2.803886 -0.0314 -0.0438 0.0075 -0.071
Cl -0.888972 7.148091 -0.075370 -0.1474 0.0415 -0.1532 -0.046
C 3.547498 -3.842323 4.121365 -0.0212 -0.0024 0.0265 0.259
Cl 2.133757 -3.078434 3.388955 0.0600 -0.0398 0.4774 -0.009
Cl 4.310986 -4.924730 2.951948 -0.0038 -0.0056 0.0045 -0.104
Cl 4.699343 -2.595729 4.608432 -0.0043 -0.0032 -0.0099 -0.103
Cl 3.047801 -4.770819 5.539699 0.0032 0.0019 -0.0055 -0.112


Record 4
12
Properties=species:S:1:pos:R:3:forces:R:3:mulliken_charge:R:1 method="wB97M-V/def2-TZVPD" fmax_ev_per_a=0.53 homo_lumo_gap_ev=6.5 lumo_energy_ev=-9.529 e_above_lowest_ev=0.0000 charge=+2
Zr -0.808141 0.607477 0.121228 0.2655 -0.2295 0.1192 0.793
S -2.782608 -2.378320 2.301400 0.0217 -0.0138 -0.0193 0.025
C -2.149151 -1.194677 1.457711 -0.0565 0.1256 -0.0277 0.591
S -1.503817 0.318912 2.280122 -0.0302 -0.0046 0.1001 -0.086
S -2.056490 -1.249680 -0.372120 -0.0856 -0.1118 -0.0568 -0.098
O -3.524391 2.913025 -0.519960 0.1317 -0.2172 -0.0026 0.114
C -2.672202 2.208963 -0.391929 0.0580 0.1795 0.0229 0.200
Cl 3.919051 -1.673627 -1.304642 -0.0180 0.0457 0.0211 0.133
C 3.333798 -0.145088 -1.190145 0.1521 -0.0825 -0.0822 -0.149
Cl 1.586642 -0.188600 0.211460 -0.4087 0.3134 -0.1040 -0.209
H 2.787836 0.235772 -2.042701 -0.0216 0.0014 0.0104 0.301
H 3.869468 0.545848 -0.550423 -0.0084 -0.0060 0.0188 0.384